[1]
Molecular formula: C34H32F3N3O4ReS
Method: DFT, the ωB97M-V functional and the def2-TZVPD basis

* 2S+1: 2
* gap between HOMO and LUMO (spin up / spin down): 5.55 / 6.56 eV
* charge: 0
* energy relative to the best compared isomer or geometry (same formula, charge and spin): 0.211 eV
* ⟨S²⟩: 0.77
* E_HOMO (spin up / spin down): -6.5 / -8.2 eV

Structure (XYZ):
```
78
Properties=species:S:1:pos:R:3:lowdin_spin:R:1
Re 0.5344 -2.7205 0.9192 0.172
C -5.1767 1.0099 2.6003 0.004
C -4.0473 1.6149 1.7540 0.008
C -3.4273 2.8042 2.5016 0.004
C -4.6357 2.1187 0.4378 0.001
C -2.9755 0.5584 1.5339 0.078
C -2.3124 -0.0192 2.6473 0.019
C -1.3298 -0.9397 2.4766 0.050
N -0.9494 -1.3833 1.2397 0.066
C -1.5876 -0.8516 0.1497 0.103
C -2.5878 0.1226 0.2938 0.013
C -1.1118 -1.3506 -1.0996 0.082
C -1.5697 -0.9518 -2.3650 0.020
C -1.0258 -1.4803 -3.5084 0.057
C -0.0262 -2.4735 -3.3442 0.027
C 0.4041 -2.8206 -2.1053 0.036
N -0.1031 -2.2555 -0.9745 0.064
C -1.4368 -1.0519 -4.9088 0.006
C -0.1998 -0.5251 -5.6513 0.003
C -1.9999 -2.2716 -5.6543 0.003
C -2.4988 0.0451 -4.8849 0.001
H -5.9495 1.7602 2.7767 0.000
H -4.8164 0.6667 3.5705 0.000
H -5.6350 0.1604 2.0909 0.000
H -4.1870 3.5682 2.6766 0.000
H -2.6199 3.2527 1.9201 0.000
H -3.0228 2.5082 3.4701 0.000
H -5.3981 2.8700 0.6471 0.000
H -5.1119 1.3145 -0.1268 0.000
H -3.8763 2.5855 -0.1925 0.000
H -2.5677 0.2704 3.6570 0.000
H -0.7952 -1.3757 3.3063 0.002
H -3.0396 0.5231 -0.6002 -0.001
H -2.3463 -0.2048 -2.4179 0.000
H 0.4278 -2.9538 -4.1992 0.001
H 1.1831 -3.5534 -1.9484 0.001
H 0.5911 -1.2747 -5.7004 0.000
H 0.2075 0.3659 -5.1676 0.000
H -0.4693 -0.2592 -6.6749 0.000
H -1.2613 -3.0690 -5.7424 0.000
H -2.2987 -1.9785 -6.6623 0.000
H -2.8747 -2.6762 -5.1423 0.000
H -2.1398 0.9451 -4.3809 0.000
H -3.4155 -0.2893 -4.3950 0.000
H -2.7541 0.3213 -5.9086 0.000
O 4.1677 -2.7424 -1.2104 0.001
C 3.1592 -2.2297 -0.7735 0.002
O 2.3587 -2.8046 0.0756 0.008
C 2.7175 -0.8717 -1.2698 0.002
C 2.9120 -0.5762 -2.6152 0.000
C 2.3491 0.5600 -3.1734 0.002
C 1.6163 1.3972 -2.3532 0.001
C 1.4791 1.1820 -0.9937 0.004
C 2.0406 0.0350 -0.4602 0.005
N 0.9196 2.5515 -2.9563 0.000
O 1.1219 2.7829 -4.1311 0.000
O 0.1520 3.1757 -2.2504 0.000
H 3.4753 -1.2735 -3.2208 0.000
H 2.4490 0.7884 -4.2241 0.000
H 0.9276 1.8837 -0.3861 0.000
H 1.9365 -0.1517 0.6031 0.003
F 5.5384 3.3010 6.2825 0.000
C 5.6262 1.9851 6.5640 0.000
F 6.9234 1.6499 6.4914 0.000
F 5.2502 1.8448 7.8511 0.000
C 4.7659 1.1659 5.6451 0.002
C 5.3100 0.1632 4.8590 0.000
C 4.4885 -0.5783 4.0252 0.002
C 3.1177 -0.3244 3.9771 0.000
C 2.5827 0.6918 4.7758 0.002
C 3.4019 1.4331 5.6036 0.000
C 2.2761 -1.0941 3.1105 0.009
C 1.5828 -1.7666 2.3733 0.010
H 6.3715 -0.0369 4.8945 0.000
H 4.9007 -1.3607 3.4028 0.000
H 1.5202 0.8911 4.7358 0.000
H 2.9870 2.2200 6.2201 0.000
S -0.1926 -4.5477 1.6142 0.126
```

***

[2]
Molecular formula: C34H32MoN10OS4
Method: DFT, the ωB97M-V functional and the def2-TZVPD basis

* gap between HOMO and LUMO (spin up / spin down): 5.66 / 5.77 eV
* charge: 0
* energy relative to the best compared isomer or geometry (same formula, charge and spin): 0.832 eV
* E_HOMO (spin up / spin down): -5.9 / -5.9 eV

Structure (XYZ):
```
82
Properties=species:S:1:pos:R:3:mulliken_charge:R:1
Mo 0.8416 -0.6437 0.1632 -1.674
C 4.0613 -0.6866 -2.7407 -0.973
C 3.6797 0.2743 -3.6709 -0.671
C 2.4811 0.9324 -3.4862 -1.112
C 1.6862 0.6442 -2.3800 0.143
N 2.0760 -0.2819 -1.4648 1.311
C 3.2367 -0.9253 -1.6656 -0.477
C 0.4018 1.2849 -2.0881 1.330
C -0.1914 2.2530 -2.9039 -0.727
C -1.4346 2.7645 -2.5833 -1.053
C -2.0873 2.3327 -1.4321 -1.086
C -1.4853 1.3951 -0.6054 -0.313
C -0.2435 0.8475 -0.9179 1.675
H 4.9904 -1.2282 -2.8419 0.478
H 4.3085 0.5005 -4.5217 0.461
H 2.1535 1.6802 -4.1938 0.432
H 3.5138 -1.6539 -0.9156 0.167
H 0.3124 2.6113 -3.7936 0.389
H -1.8997 3.4988 -3.2288 0.435
H -3.0639 2.7320 -1.1831 0.546
H -1.9892 1.0760 0.3037 0.526
O 5.5702 -5.6799 2.1977 -0.599
C 4.7474 -4.8521 1.9073 0.581
S 4.7784 -3.1772 2.4829 -0.156
C 3.3398 -2.6243 1.6307 0.020
C 2.6937 -3.5403 0.8863 0.066
S 1.2861 -3.2110 -0.0623 -0.401
S 3.3566 -5.1718 0.8612 -0.188
S 2.8699 -0.9680 1.7856 -0.229
N 1.2209 0.9849 0.9560 0.222
C 1.2993 2.0763 1.5843 -0.298
C 2.3710 3.0587 1.3194 0.441
C 2.6972 4.0450 2.2495 -0.471
C 3.6886 4.9712 1.9686 -0.818
C 4.3621 4.9273 0.7565 -0.428
C 4.0535 3.9374 -0.1673 -0.751
C 3.0713 3.0051 0.1132 -0.057
C 0.2575 2.3711 2.6144 0.226
C -0.5113 3.5297 2.5584 -0.045
C -1.5202 3.7385 3.4862 -0.848
C -1.7656 2.7971 4.4759 -0.434
C -0.9876 1.6491 4.5455 -0.820
C 0.0208 1.4358 3.6187 -0.078
H 2.1823 4.0741 3.2009 0.506
H 3.9386 5.7311 2.6979 0.398
H 5.1287 5.6585 0.5348 0.396
H 4.5849 3.8963 -1.1098 0.423
H 2.8282 2.2277 -0.6013 0.382
H -0.3205 4.2571 1.7785 0.538
H -2.1206 4.6381 3.4350 0.397
H -2.5577 2.9602 5.1958 0.405
H -1.1699 0.9139 5.3195 0.425
H 0.6514 0.5571 3.6738 0.615
C -4.5132 -0.5745 -2.0881 -1.268
C -4.4871 -1.7087 -3.1087 0.804
C -4.1178 -1.1860 -4.4956 -1.456
C -3.5386 -2.8465 -2.6857 -1.244
N -2.2396 -2.3723 -2.2526 0.842
C -1.8408 -1.9822 -1.0377 -0.865
N -0.5903 -1.5929 -1.1331 1.298
N -0.2330 -1.7658 -2.4273 -0.098
N -1.2126 -2.2246 -3.0960 -1.043
H -5.2965 0.1373 -2.3485 0.491
H -3.5685 -0.0286 -2.0717 0.137
H -4.7195 -0.9412 -1.0792 0.301
H -5.4829 -2.1591 -3.1559 0.319
H -3.0875 -0.8264 -4.5132 0.268
H -4.7740 -0.3612 -4.7735 0.404
H -4.2190 -1.9713 -5.2462 0.395
H -3.3654 -3.5085 -3.5329 0.392
H -3.9732 -3.4251 -1.8708 0.374
H -2.4489 -1.9684 -0.1515 0.508
N -1.7759 -4.5070 2.2874 -0.370
C -1.9592 -3.6844 3.3583 0.378
N -2.6826 -4.1496 4.4031 -0.401
N -1.5508 -2.4571 3.3864 -0.755
C -0.9554 -1.8379 2.4226 1.007
N -0.4092 -1.2324 1.5979 -0.506
H -1.8773 -5.4975 2.4365 0.252
H -1.0258 -4.2475 1.6593 0.120
H -2.7511 -5.1408 4.5526 0.229
H -2.6974 -3.5646 5.2210 0.259
```

***

[3]
Molecular formula: C34H33Cl5N2O4Ti
Method: DFT, the ωB97M-V functional and the def2-TZVPD basis

* 2S+1: 3
* gap between HOMO and LUMO (spin up / spin down): 5.28 / 7.79 eV
* charge: 0
* energy relative to the best compared isomer or geometry (same formula, charge and spin): 0.553 eV
* ⟨S²⟩: 2.03
* E_HOMO (spin up / spin down): -5.2 / -7.7 eV

Structure (XYZ):
```
79
Properties=species:S:1:pos:R:3:lowdin_spin:R:1
Ti 0.6578 -0.0807 -0.3513 1.102
C -2.5200 -2.1986 -1.8454 0.000
C -1.4008 -2.6915 -0.9612 0.000
C -0.0660 -2.6569 -1.4186 0.005
C 0.2575 -2.3870 -2.8729 0.002
C 0.9700 -3.0789 -0.5752 0.002
C 2.3740 -3.1561 -1.1297 0.001
C 0.6749 -3.5866 0.7051 0.009
C 1.7889 -4.1532 1.5555 0.001
C -0.6474 -3.6353 1.1382 0.001
C -0.9811 -4.1033 2.5389 0.000
C -1.6877 -3.2145 0.2945 0.007
C -3.1253 -3.3378 0.7456 0.001
H -2.8821 -2.9848 -2.5162 0.000
H -2.1892 -1.3581 -2.4490 0.000
H -3.3707 -1.8551 -1.2585 0.000
H 0.9436 -1.5515 -3.0149 0.001
H -0.6327 -2.1739 -3.4547 0.000
H 0.7320 -3.2741 -3.3026 0.000
H 2.5002 -4.0750 -1.7124 0.000
H 3.1326 -3.1520 -0.3512 0.000
H 2.5876 -2.3203 -1.7931 0.000
H 2.2998 -3.3924 2.1577 0.000
H 2.5554 -4.6186 0.9388 0.000
H 1.4297 -4.9184 2.2394 0.000
H -1.3004 -5.1493 2.5686 0.000
H -1.7957 -3.5161 2.9641 0.000
H -0.1311 -4.0091 3.2120 0.000
H -3.5121 -2.3964 1.1529 0.000
H -3.2460 -4.0984 1.5138 0.000
H -3.7776 -3.6150 -0.0817 0.000
Cl 7.4016 2.2373 0.0558 0.000
C 5.8612 1.6411 -0.4353 0.000
C 5.0939 0.8848 0.4383 0.001
Cl 5.6442 0.5286 2.0347 0.000
C 3.8639 0.4113 0.0153 0.003
Cl 2.8408 -0.5165 1.0927 0.010
C 3.3420 0.6355 -1.2601 0.002
O 2.1893 0.1460 -1.6238 0.005
C 4.1258 1.4226 -2.1175 -0.001
Cl 3.4926 1.7602 -3.6811 0.001
C 5.3618 1.9112 -1.7131 0.000
Cl 6.2911 2.8665 -2.8026 0.000
C 0.3759 6.3722 1.8555 0.002
O -0.2275 6.3481 0.5782 0.036
C -0.2720 5.1428 -0.0647 0.076
C -0.8989 5.1395 -1.3147 -0.014
C -0.9930 3.9609 -2.0120 0.072
C -0.4835 2.7285 -1.5261 0.019
C -0.7171 1.5311 -2.2631 0.345
C -1.2847 1.5187 -3.6378 0.051
O -0.5282 0.3143 -1.7078 0.096
C 0.1963 2.7820 -0.2805 0.087
O 0.8045 1.7125 0.2573 0.038
C 0.2695 3.9760 0.4416 -0.018
H 0.2810 7.3918 2.2188 0.000
H 1.4350 6.1062 1.8000 0.001
H -0.1271 5.6906 2.5468 0.000
H -1.3046 6.0633 -1.7047 -0.003
H -1.5005 3.9719 -2.9687 0.006
H -0.7890 2.2412 -4.2916 0.009
H -2.3584 1.7526 -3.6622 0.019
H -1.1552 0.5272 -4.0723 0.001
H 0.7983 3.9444 1.3833 -0.003
N -1.1120 -0.5466 3.5224 0.003
C -0.1881 -0.7872 2.5790 0.008
N -0.5540 -0.4287 1.3825 0.007
C -1.8477 0.1156 1.5474 0.003
C -2.7231 0.6597 0.6074 0.001
C -3.9467 1.0909 1.0663 0.000
C -4.3062 0.9912 2.4275 0.000
C -3.4450 0.4604 3.3603 0.000
C -2.2101 0.0303 2.8836 0.000
H -1.0083 -0.7404 4.5022 0.000
H 0.7568 -1.2514 2.8223 0.001
H -2.4423 0.7417 -0.4340 0.002
H -4.6488 1.5254 0.3670 0.000
H -5.2777 1.3461 2.7451 0.000
H -3.7136 0.3876 4.4060 0.000
```

***

[4]
Molecular formula: C34H34BCl30FNO4PS
Method: DFT, the ωB97M-V functional and the def2-TZVPD basis

* gap between HOMO and LUMO: 7.10 eV
* charge: 0
* E_HOMO: -7.7 eV

Structure (XYZ):
```
107
Properties=species:S:1:pos:R:3:mulliken_charge:R:1
C 5.0469 1.9552 -2.1099 -0.528
C 3.5126 2.0662 -2.7576 -0.546
P 2.7524 0.3165 -3.0737 -0.116
C 4.0267 -1.0759 -2.7442 -0.731
C 1.2708 0.1759 -1.8184 0.121
C 1.4158 0.4173 -0.2034 -0.462
C 0.0305 0.3042 0.7026 0.602
C 0.2225 0.6017 2.3293 -0.934
C 0.2561 2.2673 2.4693 0.207
F -0.6560 2.7747 1.3853 -0.336
C -1.4679 -0.0415 0.0525 0.189
C -1.5998 -0.3291 -1.5550 0.043
C -0.2013 -0.2108 -2.4617 -0.653
N -2.8611 -0.6507 -2.3221 0.004
C -3.8673 -1.4371 -1.5142 0.266
C -4.8315 -2.5066 -2.3636 -0.054
O -4.7155 -2.6938 -3.8473 -0.408
C -5.8358 -1.8796 -4.4257 0.122
O -6.3763 -2.2811 -5.6090 -0.557
C -6.3957 -0.5332 -3.6083 0.690
C -7.8240 -0.4875 -2.7862 -0.183
C -8.3075 0.8769 -1.9481 -0.460
C -7.3846 2.2640 -1.8956 -0.483
C -5.9436 2.1841 -2.7352 -0.432
C -5.4696 0.8319 -3.5694 -0.228
C -6.0235 -3.4170 -1.6418 -0.629
C -6.2911 -3.2684 -0.0168 -0.511
C -5.3193 -2.2266 0.8184 0.135
B -5.6245 -2.1169 2.4630 0.795
O -6.2557 -0.8302 2.8952 -0.476
O -5.2537 -3.2055 3.4274 -0.532
C -4.1448 -1.3226 0.0967 0.199
S -3.0569 -0.1176 1.0686 -0.327
H 4.9925 1.4528 -1.0384 0.116
H 5.5289 3.0386 -2.0486 0.248
H 5.6595 1.2500 -2.8429 0.187
H 3.6611 2.6897 -3.7649 0.372
H 2.8327 2.7502 -2.0696 0.227
H 4.8592 -1.0911 -3.5800 0.309
H 3.4120 -2.0960 -2.7559 0.257
H 4.4451 -0.9257 -1.6602 0.215
H 2.4799 0.6624 0.2785 0.283
H -0.6174 0.1182 2.9848 0.311
H 1.2919 0.2423 2.6725 0.314
H 1.3182 2.6938 2.2213 -0.103
H -0.1045 2.6226 3.5277 0.303
H -0.2790 -0.4162 -3.6324 0.128
H -2.5475 -1.3230 -3.0842 0.440
H -8.5003 -1.4543 -2.7748 0.302
H -9.3415 0.8497 -1.3754 0.357
H -7.7263 3.2046 -1.2725 0.387
H -5.1943 3.0926 -2.7621 0.300
H -4.4137 0.8548 -4.1113 0.260
H -6.7163 -4.1661 -2.2617 0.425
H -7.1531 -3.8798 0.5308 0.375
H -6.1582 -0.6992 3.8865 0.207
H -4.2539 -3.3477 3.3114 0.324
C 7.2389 1.4711 -5.5812 -0.107
Cl 8.2608 0.0337 -5.7509 -0.128
Cl 5.6800 1.0439 -4.8554 -0.061
Cl 8.0590 2.7066 -4.6114 -0.109
H 7.0540 1.8817 -6.5771 0.344
C 0.4075 -3.4764 -0.3626 -0.362
Cl 0.9486 -1.8407 -0.7763 0.128
Cl 0.9215 -3.9054 1.2779 -0.184
Cl -1.3527 -3.6071 -0.5172 -0.039
H 0.8678 -4.1786 -1.0623 0.416
C 3.5678 5.2898 2.0771 -0.109
Cl 3.7865 4.4516 3.6227 -0.115
Cl 5.0029 6.2509 1.6820 -0.117
Cl 3.2206 4.1295 0.7837 -0.021
H 2.7149 5.9670 2.1702 0.361
C -4.6921 -1.7289 7.0057 0.153
Cl -5.0006 -2.2473 8.6716 -0.126
Cl -6.2104 -1.3152 6.1915 -0.141
Cl -3.5766 -0.3525 6.9789 -0.125
H -4.2277 -2.5590 6.4672 0.229
C -7.3925 -7.2789 -0.0323 -0.066
Cl -6.8514 -5.6433 -0.4460 -0.136
Cl -6.8785 -7.7079 1.6082 -0.132
Cl -9.1527 -7.4097 -0.1870 -0.144
H -6.9322 -7.9812 -0.7320 0.315
C 7.5207 3.3115 5.0472 -0.003
Cl 7.3329 4.1450 3.4950 -0.034
Cl 6.5478 1.8311 5.0801 -0.131
Cl 9.2264 2.9420 5.3527 -0.134
H 7.1649 3.9751 5.8396 0.315
C -11.1391 2.8733 -3.9173 -0.012
Cl -11.4377 4.6082 -3.7171 -0.149
Cl -10.7166 2.5046 -5.5981 -0.133
Cl -9.8572 2.3320 -2.8205 -0.046
H -12.0567 2.3348 -3.6669 0.284
C 11.3454 1.2586 8.0260 0.358
Cl 12.7193 1.8528 7.0781 -0.125
Cl 11.4332 -0.5011 8.2132 -0.123
Cl 11.2932 2.0510 9.6099 -0.123
H 10.4253 1.5023 7.4886 0.013
C 10.5927 3.8413 0.5939 -0.048
Cl 10.2841 3.3229 2.2598 -0.048
Cl 9.0744 4.2550 -0.2203 -0.105
Cl 11.7081 5.2177 0.5671 -0.127
H 11.0571 3.0112 0.0554 0.313
C 6.3970 -4.3165 -1.3112 -0.075
Cl 4.7396 -4.1171 -0.7175 -0.056
Cl 6.3926 -4.9153 -2.9788 -0.125
Cl 7.2853 -2.7873 -1.2016 -0.106
H 6.9019 -5.0539 -0.6819 0.359
```

***

[5]
Molecular formula: C34H34BaBr2F3IN3O6S
Method: DFT, the ωB97M-V functional and the def2-TZVPD basis

* gap between HOMO and LUMO: 7.44 eV
* charge: +1
* E_HOMO: -9.7 eV

Structure (XYZ):
```
85
Properties=species:S:1:pos:R:3:mulliken_charge:R:1
Ba 0.6232 -0.2794 -1.0492 -1.031
C -2.7829 -0.9550 -1.9167 -0.541
C -2.6628 0.1983 -2.8970 -0.649
O -1.4776 0.9347 -2.6336 0.243
C -1.0894 1.7532 -3.7339 -0.507
C 0.3074 2.3065 -3.5033 -0.760
O 1.2571 1.3203 -3.1395 0.125
C 1.9159 0.5553 -4.1453 -0.720
C 1.0846 -0.5989 -4.6937 -0.616
O 0.4704 -1.3232 -3.6305 0.126
C -0.6055 -2.1488 -4.0441 -0.696
C -1.3323 -2.7120 -2.8281 -0.724
O -1.6154 -1.7576 -1.8150 0.210
H -3.6413 -1.5722 -2.2022 0.420
H -2.9580 -0.5759 -0.9078 -0.047
H -3.5446 0.8409 -2.7934 0.525
H -2.6450 -0.1702 -3.9273 0.326
H -1.7866 2.5907 -3.8476 0.479
H -1.1284 1.1592 -4.6526 0.274
H 0.2890 3.0163 -2.6747 0.157
H 0.6376 2.8437 -4.3984 0.439
H 2.8213 0.1873 -3.6635 0.097
H 2.2055 1.2082 -4.9747 0.461
H 1.7407 -1.2633 -5.2659 0.469
H 0.3026 -0.2382 -5.3700 0.374
H -0.2347 -2.9871 -4.6452 0.508
H -1.2793 -1.5633 -4.6785 0.321
H -0.7135 -3.4659 -2.3397 0.209
H -2.2537 -3.1946 -3.1702 0.406
F 6.4262 -0.5538 -0.4307 -0.227
C 6.1975 -0.6196 0.8749 0.732
F 7.0852 0.2157 1.4637 -0.275
F 6.5278 -1.8650 1.2815 -0.269
C 4.7985 -0.2721 1.3248 -0.012
C 4.6751 0.0426 2.6693 -0.446
C 3.4421 0.3726 3.2071 -1.302
C 2.3644 0.3826 2.3463 -0.552
N 2.4608 0.0725 1.0560 0.188
C 3.6452 -0.2823 0.5094 0.620
S 3.6319 -0.7531 -1.1825 -0.337
H 5.5588 0.0352 3.2942 0.489
H 3.3259 0.6230 4.2510 0.491
H 1.3720 0.6510 2.6944 0.426
C 1.8440 -3.8036 -0.0170 -1.104
O 0.7892 -2.8504 0.1709 1.068
C -0.2493 -3.2010 0.9830 0.164
C -0.5049 -4.5038 1.3716 -0.406
C -1.5958 -4.7925 2.1832 -0.634
Br -1.9125 -6.5853 2.6869 -0.189
C -2.4381 -3.7989 2.6173 -1.178
C -2.1945 -2.4759 2.2390 0.828
C -1.1004 -2.1710 1.4216 -0.119
O -0.8420 -0.8900 1.0577 0.484
C -3.0620 -1.3863 2.6817 0.211
N -2.8902 -0.1339 2.3126 -0.180
C -3.8845 0.6000 2.9338 0.438
C -4.1588 1.9652 2.8983 -0.880
C -5.2356 2.4152 3.6339 -0.616
C -6.0267 1.5381 4.3907 -0.482
C -5.7656 0.1830 4.4380 -1.085
C -4.6796 -0.2649 3.6958 0.653
N -4.1311 -1.5210 3.5115 -0.039
H 1.4980 -4.6522 -0.6100 0.396
H 2.2142 -4.1488 0.9490 0.408
H 2.6281 -3.2643 -0.5429 0.119
H 0.1388 -5.3099 1.0531 0.622
H -3.2800 -4.0566 3.2444 0.463
H -1.5545 -0.3059 1.4935 0.522
H -3.5443 2.6443 2.3222 0.365
H -5.4783 3.4690 3.6341 0.417
H -6.8605 1.9359 4.9526 0.395
H -6.3752 -0.4901 5.0255 0.416
H -4.4464 -2.3761 3.9342 0.201
Br -0.1892 6.2855 1.0760 -0.192
C 1.4053 5.3419 0.7116 0.172
C 2.5911 6.0603 0.6159 -0.421
C 3.7796 5.4059 0.3468 -0.617
C 3.7923 4.0294 0.1680 -0.728
C 2.6156 3.3091 0.2659 0.258
C 1.4198 3.9633 0.5430 -0.328
I -0.3363 2.8222 0.6795 0.451
H 2.5687 7.1320 0.7546 0.404
H 4.6962 5.9752 0.2746 0.396
H 4.7169 3.5109 -0.0479 0.504
H 2.6231 2.2378 0.1281 0.440
```